Computed, not measured: a cluster of 3 separate species, C29H41ClO3 in total at a distorted geometry, with ωB97M-V with the def2-TZVPD basis set.

## Properties
- Maximum force: 2.05 eV Å⁻¹
- Frontier orbital gap: 8.59 eV
- SMILES string: CCCOc1ccc(Cl)c2c1C(=O)c1ccccc1C2=O.CCCCCC.CCCCCC
- Total charge: 0

Cartesian coordinates (Å):
C: -6.902 1.914 0.755
C: -5.897 0.757 0.971
C: -5.999 0.173 2.386
O: -4.778 -0.400 2.889
C: -3.823 0.563 3.092
C: -3.939 1.473 4.127
C: -2.961 2.425 4.278
C: -1.895 2.502 3.416
Cl: -0.730 3.770 3.688
C: -1.768 1.614 2.370
C: -2.745 0.632 2.228
C: -2.620 -0.346 1.088
O: -2.964 -1.509 1.111
C: -2.031 0.238 -0.186
C: -2.493 -0.199 -1.398
C: -1.962 0.379 -2.544
C: -1.004 1.358 -2.404
C: -0.539 1.786 -1.183
C: -1.064 1.218 -0.042
C: -0.650 1.643 1.345
O: 0.479 2.007 1.611
H: -7.931 1.556 0.673
H: -6.625 2.458 -0.153
H: -6.775 2.613 1.590
H: -4.906 1.146 0.715
H: -6.110 -0.063 0.274
H: -6.714 -0.656 2.344
H: -6.401 0.877 3.128
H: -4.786 1.430 4.802
H: -3.044 3.132 5.096
H: -3.264 -0.959 -1.458
H: -2.358 0.045 -3.497
H: -0.622 1.813 -3.315
H: 0.215 2.565 -1.135
C: 6.850 0.767 1.570
C: 6.453 1.521 2.836
C: 5.696 0.659 3.844
C: 4.357 0.109 3.350
C: 3.351 1.164 2.891
C: 2.928 2.119 4.002
H: 5.976 0.414 1.021
H: 7.418 1.417 0.903
H: 7.475 -0.096 1.813
H: 5.862 2.401 2.567
H: 7.361 1.897 3.316
H: 5.536 1.242 4.756
H: 6.331 -0.184 4.137
H: 3.909 -0.483 4.155
H: 4.533 -0.591 2.528
H: 2.462 0.653 2.515
H: 3.753 1.736 2.050
H: 2.484 1.572 4.837
H: 2.183 2.823 3.630
H: 3.772 2.698 4.381
C: 0.034 -3.507 -7.136
C: 1.240 -2.895 -6.429
C: 1.716 -3.709 -5.227
C: 0.699 -3.846 -4.093
C: 0.197 -2.526 -3.510
C: 1.300 -1.691 -2.866
H: -0.837 -3.554 -6.481
H: -0.241 -2.908 -8.006
H: 0.259 -4.518 -7.482
H: 1.006 -1.870 -6.127
H: 2.063 -2.823 -7.144
H: 2.635 -3.259 -4.839
H: 1.994 -4.712 -5.566
H: 1.151 -4.440 -3.292
H: -0.161 -4.426 -4.444
H: -0.558 -2.750 -2.750
H: -0.309 -1.936 -4.280
H: 1.792 -2.248 -2.066
H: 0.882 -0.781 -2.433
H: 2.057 -1.393 -3.593

Cartesian forces, eV/Å:
0.80 -0.27 0.05
-0.50 0.17 -0.15
-0.33 -0.41 -0.02
-0.18 0.46 -0.08
-0.40 -0.58 -0.06
-0.17 -0.18 -0.05
-0.43 0.50 0.85
0.90 0.60 0.03
-0.20 -0.11 -0.01
0.50 -0.25 -0.55
0.06 -0.78 -0.51
0.08 -0.34 -0.79
0.04 0.69 0.29
-0.60 -0.34 1.93
-0.01 -0.14 -0.73
-0.69 -0.57 0.41
0.27 0.42 -1.45
0.51 0.32 0.17
0.11 0.21 0.40
0.41 0.36 0.11
-0.92 -0.23 -0.37
0.06 0.19 0.14
-0.27 -0.12 0.04
-0.37 -0.02 -0.13
0.01 -0.16 0.35
0.19 0.21 -0.04
0.21 0.04 0.19
0.20 0.17 -0.26
0.10 -0.02 -0.05
0.13 0.00 -0.13
0.13 0.02 0.13
0.31 0.25 -0.09
0.08 0.02 0.19
-0.05 -0.12 0.13
-0.03 0.15 -0.01
0.09 -0.11 0.00
-0.05 0.05 0.07
0.05 -0.02 -0.11
-0.01 -0.09 0.18
-0.01 0.10 -0.14
0.02 -0.03 0.00
0.01 -0.05 -0.03
-0.03 -0.02 -0.02
-0.02 -0.01 0.03
-0.03 0.04 0.01
-0.01 -0.01 0.00
0.02 0.02 -0.01
-0.02 0.02 0.00
0.01 0.00 0.02
0.02 0.03 -0.06
0.00 -0.03 -0.02
0.04 0.01 0.02
-0.02 -0.02 0.04
0.00 -0.03 0.04
0.02 0.16 0.00
0.00 -0.14 -0.06
0.07 0.07 0.06
-0.10 -0.05 -0.09
0.10 -0.04 0.14
-0.13 0.08 -0.04
0.00 -0.04 -0.01
-0.03 -0.05 -0.01
-0.03 -0.01 0.03
0.02 -0.01 0.02
0.00 0.05 0.03
-0.01 -0.01 0.01
-0.01 0.01 -0.02
-0.01 0.03 0.02
0.02 -0.01 0.00
-0.03 0.02 -0.04
0.00 -0.03 -0.02
0.03 0.00 -0.03
0.05 0.00 0.04
0.02 -0.02 0.02

Löwdin atomic charge list, values in e, 5 entries: -0.0952, -0.2108, -0.1751, -0.0435, -0.2337

---

Computed, not measured: the molecule C3H5BrO2 at a distorted geometry, with ωB97M-V with the def2-TZVPD basis set.

## Properties
- Maximum force: 2.78 eV Å⁻¹
- Frontier orbital gap: 10.67 eV
- Energy above the lowest of the compared OMol25 structures with the same formula, charge and spin: 57.2 kJ/mol
- SMILES string: C[C@@H](O)C(=O)Br
- Total charge: 0

Cartesian coordinates (Å):
C: 1.030 0.466 0.510
C: -0.018 0.093 -0.506
O: 0.374 -0.917 -1.352
C: -1.458 -0.281 0.260
O: -1.613 -1.153 1.021
Br: -3.032 0.767 -0.278
H: 1.421 -0.326 1.127
H: 0.811 1.241 1.306
H: 1.957 0.916 0.133
H: -0.330 0.913 -1.244
H: 0.858 -1.718 -0.976

Cartesian forces, eV/Å:
1.02 1.95 1.70
-1.93 1.20 -0.08
0.87 -2.27 -0.29
1.50 0.28 -1.06
0.26 -0.53 0.49
0.25 0.23 -0.15
-0.36 -1.03 -0.02
-0.79 -0.71 -1.04
-0.36 -0.24 -0.91
0.65 -0.78 1.41
-1.10 1.90 -0.05

Löwdin atomic charge list, values in e, 5 entries: -0.0632, -0.4298, -0.0351, -0.7233, 0.0492

---

Computed, not measured: the molecule C4H8N2S2 at a distorted geometry, with ωB97M-V with the def2-TZVPD basis set.

## Properties
- Maximum force: 6.02 eV Å⁻¹
- Frontier orbital gap: 8.73 eV
- Energy above the lowest of the compared OMol25 structures with the same formula, charge and spin: 428.6 kJ/mol
- SMILES string: C=C(CN)S/C=N\S
- Total charge: 0

Cartesian coordinates (Å):
C: -2.264 -1.513 -0.554
C: -1.460 -0.642 0.066
C: -2.323 0.546 0.626
N: -2.672 1.555 -0.293
S: 0.154 -0.998 0.233
C: 0.635 0.642 -0.060
N: 1.821 1.136 -0.316
S: 3.126 0.067 -0.071
H: -1.781 -2.480 -1.005
H: -3.336 -0.994 -0.603
H: -1.715 1.126 1.403
H: -3.285 -0.023 1.094
H: -2.970 2.382 0.101
H: -3.491 1.121 -0.929
H: 0.010 1.607 0.019
H: 2.515 -0.886 1.104

Cartesian forces, eV/Å:
-0.27 0.17 -0.65
-4.70 0.23 -0.51
0.67 -0.69 3.28
-2.01 -3.36 -4.57
2.38 0.53 0.68
1.97 4.17 -0.55
-0.84 -1.96 1.13
-1.12 -1.92 2.06
-1.79 1.89 0.54
1.92 -2.69 -0.43
-0.96 -1.28 -0.36
2.30 1.52 -0.49
-0.91 1.86 1.11
2.46 1.90 1.62
-0.40 -2.37 -0.32
1.30 2.01 -2.52

Löwdin atomic charge list, values in e, 5 entries: -0.0434, -0.7244, -0.3602, -0.0212, 0.9414

---

Computed, not measured: the molecule C5H7N at a distorted geometry, with ωB97M-V with the def2-TZVPD basis set.

## Properties
- Maximum force: 5.50 eV Å⁻¹
- Frontier orbital gap (spin up / spin down): 7.84 / 9.45 eV
- <S²>: 2.008
- Energy above the lowest of the compared OMol25 structures with the same formula, charge and spin: 36.5 kJ/mol
- Total charge: 0
- Multiplicity: 3

Cartesian coordinates (Å):
C: -1.710 -0.250 0.041
C: -0.704 -1.401 -0.180
C: 0.971 0.275 -0.253
C: -0.020 1.484 0.067
C: 0.475 -0.967 0.454
N: -1.329 0.899 0.069
H: -0.923 -2.421 0.082
H: -0.465 -1.383 -1.242
H: 0.950 -0.130 -1.228
H: 1.916 0.731 0.030
H: 0.298 1.749 1.088
H: -0.025 2.386 -0.519
H: 0.566 -0.972 1.590

Cartesian forces, eV/Å:
0.48 -1.09 -0.50
-2.13 -0.68 -1.13
0.03 1.31 1.28
1.03 -2.35 0.37
3.31 2.50 3.62
-1.83 1.02 0.73
-0.96 -0.22 0.22
-0.52 -0.31 -0.44
0.41 0.80 -1.78
0.56 -0.85 -0.09
-0.63 0.19 -0.17
0.35 0.05 -0.60
-0.10 -0.38 -1.51

Löwdin atomic charge list, values in e, 5 entries: -0.0416, -0.2303, -0.1773, -0.1748, -0.1243

---

Computed, not measured: the molecule C4H7NO2S at a distorted geometry, with ωB97M-V with the def2-TZVPD basis set.

## Properties
- Maximum force: 4.14 eV Å⁻¹
- Frontier orbital gap: 10.01 eV
- Energy above the lowest of the compared OMol25 structures with the same formula, charge and spin: 153.3 kJ/mol
- SMILES string: O=CNC(=O)CCS
- Total charge: 0

Cartesian coordinates (Å):
O: 1.653 0.731 -3.194
C: 0.915 0.595 -2.289
N: 0.460 -0.716 -1.907
C: -0.309 -0.750 -0.759
O: -0.719 -1.839 -0.477
C: -0.336 0.442 0.368
C: -0.570 -0.253 1.683
S: -0.864 0.999 3.024
H: 0.480 1.373 -1.573
H: 0.761 -1.500 -2.516
H: -1.043 1.198 0.029
H: 0.505 1.036 0.489
H: 0.295 -0.910 1.831
H: -1.418 -0.996 1.553
H: 0.189 0.589 3.738

Cartesian forces, eV/Å:
1.07 1.01 -1.39
-1.48 -2.00 1.94
0.75 4.01 -0.70
1.82 -0.88 0.92
-1.45 -0.72 0.93
-1.55 -1.71 -2.06
-1.56 -0.95 -0.25
0.37 -0.96 -0.54
0.71 -0.49 -1.23
-0.76 0.48 1.04
-0.81 -0.25 0.39
2.29 0.62 -0.35
-0.10 0.46 0.57
0.74 1.18 0.55
-0.03 0.17 0.19

Löwdin atomic charge list, values in e, 5 entries: 0.0835, -0.3055, 0.1235, -0.4203, 0.0703

---

Computed, not measured: the molecule CH5N at a distorted geometry, with ωB97M-V with the def2-TZVPD basis set.

## Properties
- Maximum force: 9.22 eV Å⁻¹
- Frontier orbital gap: 10.54 eV
- Energy above the lowest of the compared OMol25 structures with the same formula, charge and spin: 66.4 kJ/mol
- SMILES string: CN
- Total charge: 0

Cartesian coordinates (Å):
C: -0.509 0.425 -0.116
N: 0.520 -0.552 0.084
H: -0.594 0.712 -1.182
H: -1.532 0.084 0.153
H: -0.289 1.446 0.226
H: 1.313 -0.284 -0.239
H: 0.516 -0.642 1.151

Cartesian forces, eV/Å:
-1.04 1.59 -2.14
-7.02 -2.64 5.37
-0.04 -0.80 -0.03
0.87 0.19 0.22
-0.19 -0.23 1.04
6.53 2.18 -2.30
0.89 -0.28 -2.16

Löwdin atomic charge list, values in e, 5 entries: -0.2358, -0.0448, 0.0670, 0.0798, 0.0620

---

Computed, not measured: a structure of composition C3H8BIS at a distorted geometry, with ωB97M-V with the def2-TZVPD basis set.

## Properties
- Maximum force: 3.55 eV Å⁻¹
- Frontier orbital gap: 7.92 eV
- Energy above the lowest of the compared OMol25 structures with the same formula, charge and spin: 151.0 kJ/mol
- Total charge: 0

Cartesian coordinates (Å):
B: -0.515 0.104 0.062
C: -0.469 -1.041 -0.954
C: 0.276 1.470 -0.157
C: -2.112 0.360 1.320
S: -3.009 0.790 -0.175
I: -5.096 -0.261 -0.085
H: -1.088 -1.917 -0.773
H: 0.527 -1.251 -1.464
H: -0.875 -0.385 -1.736
H: 0.025 1.779 -1.135
H: 1.299 1.334 -0.379
H: 0.146 2.196 0.656
H: -2.156 -0.543 1.862
H: -2.186 1.167 2.079

Cartesian forces, eV/Å:
-1.44 2.16 1.93
1.22 -0.03 -0.63
-0.62 -1.28 1.48
2.73 1.16 -1.97
0.41 -0.08 0.67
-0.84 -0.33 0.06
0.10 0.04 -0.30
-0.97 -0.08 1.22
-0.69 -0.43 -0.29
-1.18 1.08 -1.02
1.65 -0.49 0.43
-0.05 0.02 -0.67
-0.77 -1.51 -0.16
0.46 -0.22 -0.75

Löwdin atomic charge list, values in e, 5 entries: -0.3085, -0.0742, -0.0656, -0.4972, 0.1516

---

Which value of total charge does entry 7 give? 0